Computed, not measured: 3 unconnected molecules or ions with the total composition C20H38B3F3N2O8, with ωB97M-V/def2-TZVPD.

Calculated values
- HOMO energy: -9.47 eV
- LUMO: -0.44 eV
- ΔE to the lowest compared entry with this formula, charge and spin: 0.0 kcal per mole
- SMILES: CC(=O)N(B1OB(CCC(F)=C(F)F)OB(CC(=O)N(C)C)O1)C(C)=O.CCOCC.CCOCC
- F_max: 0.08600 Eh/bohr

Each line ends with the Löwdin charge.
Cartesian coordinates (Å):
C: 1.285089 3.457068 3.018303  0.023
C: -0.284385 3.215609 2.756410  -0.345
O: -1.075205 4.096130 3.140804  0.098
N: -0.651451 1.981419 2.030753  0.179
B: -0.710464 2.223414 0.560313  -0.522
O: -1.825494 2.704006 -0.200310  0.230
B: -1.473310 4.091718 -0.497893  -0.429
C: -2.715535 5.148257 -0.449039  -0.053
C: -3.482900 5.188235 -1.868703  -0.115
C: -4.121743 3.799717 -2.277880  -0.117
F: -5.240841 3.311187 -1.532141  0.008
C: -3.615875 2.989986 -3.330552  -0.143
F: -3.322115 1.637090 -3.002434  0.040
F: -3.370860 3.427459 -4.633852  0.069
O: -0.101114 4.423119 -0.759406  0.225
B: 0.730481 3.247978 -0.920935  -0.419
C: 1.983193 3.396764 -1.971997  0.027
C: 2.251090 2.006770 -2.747384  -0.374
O: 2.899427 1.127580 -2.116739  0.027
N: 1.769627 1.783219 -4.127793  -0.144
C: 0.321463 2.179017 -4.244098  -0.100
C: 1.760752 0.277911 -4.325833  -0.095
O: 0.523695 2.006371 -0.191702  0.247
C: -1.862091 1.379709 2.592183  -0.348
C: -3.020370 0.646921 1.796344  0.007
O: -1.974868 1.406529 3.848783  0.042
H: 1.780290 2.448986 3.262613  0.104
H: 1.469170 4.216338 3.840897  0.096
H: 1.711167 3.838153 2.033805  0.089
H: -2.290897 6.162585 -0.136374  0.128
H: -3.418040 4.741419 0.367283  0.132
H: -4.271153 6.019700 -1.775445  0.126
H: -2.684802 5.466245 -2.648323  0.137
H: 2.933141 3.578551 -1.345640  0.137
H: 1.808655 4.266509 -2.703981  0.121
H: 0.137837 3.291460 -4.087021  0.095
H: -0.131388 1.879391 -5.253773  0.101
H: -0.243904 1.549564 -3.458119  0.107
H: 1.207541 -0.239791 -3.474364  0.092
H: 2.831098 -0.114161 -4.462469  0.110
H: 1.143450 0.080254 -5.276338  0.095
H: -3.609176 -0.036791 2.505820  0.105
H: -3.774033 1.460442 1.484379  0.108
H: -2.696776 0.131991 0.837097  0.093
C: -0.571270 -4.257058 -2.687630  -0.081
C: 0.898935 -4.115311 -3.046130  -0.278
O: 1.489257 -2.918775 -2.559187  -0.173
C: 1.477963 -2.735615 -1.149053  -0.275
C: 2.210209 -3.826394 -0.387499  -0.070
H: -1.141337 -3.404343 -3.068936  0.080
H: -0.980960 -5.174769 -3.117351  0.077
H: -0.725838 -4.296945 -1.608125  0.062
H: 0.994124 -4.087752 -4.134266  0.117
H: 1.471472 -4.984751 -2.708352  0.105
H: 0.447820 -2.629067 -0.791112  0.103
H: 1.971707 -1.778731 -0.957760  0.118
H: 1.754320 -4.807214 -0.537224  0.067
H: 2.201299 -3.612579 0.684367  0.068
H: 3.248942 -3.894469 -0.721924  0.085
C: 2.070481 -4.924698 5.950359  -0.081
C: 2.519877 -4.152516 4.720939  -0.279
O: 1.975102 -4.650608 3.506774  -0.169
C: 0.556984 -4.639883 3.400020  -0.281
C: -0.048396 -3.251575 3.519684  -0.079
H: 2.335095 -5.982040 5.855010  0.082
H: 2.547161 -4.522096 6.847679  0.078
H: 0.990178 -4.869976 6.094198  0.064
H: 3.605411 -4.235975 4.631028  0.118
H: 2.300124 -3.085356 4.824944  0.105
H: 0.118339 -5.326381 4.131878  0.106
H: 0.316172 -5.045599 2.413442  0.114
H: 0.155517 -2.798096 4.491354  0.067
H: -1.132700 -3.298013 3.392097  0.077
H: 0.365635 -2.587443 2.755526  0.075

Force components x, y, z for each atom (eV/Å):
-0.573 -1.140 -0.610
0.633 3.134 2.013
1.805 -3.265 -1.650
-2.676 0.445 -0.641
1.207 -0.938 -1.763
2.393 1.463 1.481
-0.549 -0.287 0.097
0.427 -1.048 0.189
-0.719 0.565 -0.044
0.389 -0.137 -1.703
3.136 0.508 -0.688
-0.662 0.176 2.322
-1.380 2.703 -2.123
0.539 -1.362 3.278
-1.391 -2.662 0.431
0.886 -0.559 -0.475
0.028 -0.508 -0.673
1.487 -1.181 1.507
-2.070 2.763 -2.361
-0.846 -0.974 2.435
-0.876 -0.096 0.346
0.082 -0.360 -1.062
-1.997 3.754 0.083
-0.871 -0.481 4.309
-0.268 0.897 -0.399
0.429 -0.057 -4.142
-0.692 1.586 -0.408
-0.551 -0.983 -1.147
-0.352 -0.463 1.234
-0.945 -1.191 -0.684
0.963 0.849 -1.205
1.112 -1.262 -0.451
-1.480 -0.435 0.867
-1.360 -0.253 -1.064
0.318 -1.261 1.217
0.375 -1.447 -0.129
1.016 0.529 1.363
0.381 1.152 -1.046
1.003 0.533 -0.966
-1.811 0.533 0.402
1.167 0.270 1.288
1.377 0.942 -1.025
1.244 -1.062 0.364
-0.311 0.514 1.271
-0.081 0.071 0.077
-0.066 0.025 0.084
0.020 0.139 -0.189
0.090 -0.021 0.067
0.013 -0.109 -0.029
0.057 -0.095 -0.010
0.038 0.078 0.002
0.013 -0.086 -0.014
0.120 0.169 0.088
-0.047 -0.047 0.067
-0.035 -0.081 0.043
-0.046 -0.037 -0.252
-0.040 0.026 0.090
0.022 -0.024 -0.054
-0.073 0.055 0.043
-0.096 -0.108 0.005
-0.058 -0.046 0.085
0.070 -0.063 -0.187
0.021 0.084 0.044
0.050 0.116 0.038
0.022 0.116 0.014
-0.008 -0.031 -0.084
0.026 0.073 0.053
-0.102 -0.048 -0.210
-0.064 0.015 0.061
-0.038 0.060 0.049
0.242 -0.022 0.060
-0.096 -0.040 -0.003
0.069 -0.010 -0.002
-0.041 -0.064 0.021


Computed, not measured: a molecular structure, C3H2NOS2, with ωB97M-V/def2-TZVPD.

Calculated values
- HOMO energy: -2.69 eV
- LUMO: 3.26 eV
- ΔE to the lowest compared entry with this formula, charge and spin: 68.6 kcal per mole
- Net charge: -1
- F_max: 0.10101 Eh/bohr

Each line ends with the Löwdin charge.
Cartesian coordinates (Å):
C: -1.268340 0.435175 -0.740640  -0.476
C: -0.067652 -1.287084 0.098483  -0.453
C: 0.921185 0.378786 0.604057  -1.118
N: -1.122953 -0.810380 -0.570176  0.017
O: 0.306955 -2.367873 0.370019  0.080
S: 2.452346 0.544897 -0.177244  0.183
S: -0.384806 1.598688 0.232326  0.780
H: -1.849426 0.874572 -1.458789  0.027
H: 1.012693 0.633218 1.641961  -0.040

Force components x, y, z for each atom (eV/Å):
2.032 0.769 2.831
2.188 4.106 2.308
-0.976 -1.698 -0.001
-1.470 -1.510 -2.234
-0.013 -0.942 -0.074
0.535 0.133 -0.654
-0.355 -0.334 -1.511
-2.014 0.553 -1.675
0.073 -1.077 1.010


Computed, not measured: a molecular structure, C51H42N4O5Pd, with ωB97M-V/def2-TZVPD.

Calculated values
- HOMO energy: -7.90 eV
- LUMO: -0.74 eV
- F_max: 0.01825 Eh/bohr

Each line ends with the Löwdin charge.
Cartesian coordinates (Å):
Pd: 0.190260 -1.064879 0.314528  1.088
C: 3.788954 -3.741732 -4.143761  0.024
C: 2.307807 -3.420786 -4.077657  -0.564
C: 1.573750 -3.769609 -5.354938  0.021
O: 2.125825 -2.033064 -3.805331  -0.002
C: 1.532146 -1.851706 -2.529916  -0.171
C: 1.389625 -3.252233 -1.940359  -0.148
O: 1.704429 -4.132205 -3.007442  -0.010
C: -0.058891 -3.478110 -1.382805  -0.377
O: -0.629058 -2.256571 -0.971522  -0.318
C: -0.070749 -4.423948 -0.166369  -0.123
C: 0.922530 -4.342091 0.808438  -0.039
C: 0.848623 -5.092531 1.974193  -0.084
C: -0.226645 -5.941543 2.196975  -0.102
C: -1.232390 -6.018599 1.243842  -0.083
C: -1.153595 -5.264391 0.080255  -0.028
C: -0.922072 -4.003439 -2.534006  -0.148
C: -1.810608 -3.159652 -3.188271  -0.023
C: -2.552548 -3.608557 -4.280382  -0.087
C: -2.417621 -4.912947 -4.725002  -0.102
C: -1.533475 -5.766513 -4.072682  -0.079
C: -0.792375 -5.313888 -2.995612  -0.044
C: 2.339101 -0.932829 -1.569708  -0.408
O: 2.078254 -1.297107 -0.241253  -0.311
C: 3.843135 -1.107292 -1.811760  -0.141
C: 4.470759 -0.526247 -2.912607  -0.026
C: 5.821950 -0.721411 -3.142363  -0.081
C: 6.574309 -1.506777 -2.273364  -0.100
C: 5.961036 -2.081967 -1.171991  -0.085
C: 4.601131 -1.879281 -0.941423  -0.029
C: 1.968799 0.552101 -1.740036  -0.150
C: 2.508849 1.453002 -0.818499  -0.045
C: 2.150572 2.788026 -0.822171  -0.084
C: 1.242582 3.263385 -1.768534  -0.101
C: 0.725635 2.388483 -2.707116  -0.081
C: 1.088867 1.041324 -2.694475  -0.021
H: 4.261753 -3.159511 -4.936103  0.093
H: 3.925373 -4.804421 -4.350641  0.091
H: 4.270164 -3.497064 -3.196768  0.078
H: 2.002193 -3.219961 -6.194280  0.090
H: 0.519815 -3.509067 -5.248880  0.084
H: 1.655349 -4.839848 -5.550376  0.093
H: 0.541903 -1.425633 -2.670199  0.128
H: 2.116528 -3.388653 -1.148385  0.126
H: 1.756842 -3.666278 0.677264  0.091
H: 1.639138 -5.013794 2.711112  0.098
H: -0.282179 -6.531528 3.103212  0.096
H: -2.085210 -6.666896 1.404627  0.099
H: -1.954191 -5.328013 -0.645369  0.115
H: -1.912968 -2.142854 -2.836381  0.099
H: -3.236097 -2.932676 -4.779960  0.096
H: -2.993048 -5.265831 -5.571806  0.096
H: -1.416043 -6.788210 -4.412890  0.101
H: -0.095514 -5.982340 -2.506798  0.127
H: 3.889738 0.078824 -3.597899  0.123
H: 6.291982 -0.264119 -4.004494  0.101
H: 7.630333 -1.663460 -2.454747  0.096
H: 6.537499 -2.692180 -0.487085  0.098
H: 4.115455 -2.319402 -0.081474  0.107
H: 3.208143 1.076133 -0.080443  0.113
H: 2.579965 3.466184 -0.093052  0.098
H: 0.958796 4.308202 -1.779070  0.095
H: 0.036231 2.748325 -3.461228  0.100
H: 0.677732 0.383686 -3.449326  0.114
C: -5.911684 9.645790 6.142246  -0.075
O: -4.624624 9.135196 6.454809  -0.074
C: -4.200076 8.043136 5.776984  -0.281
C: -4.943844 7.384448 4.800306  -0.004
C: -4.410319 6.270944 4.167250  -0.013
C: -3.146702 5.799900 4.489072  -0.158
C: -2.415313 6.468629 5.471543  -0.027
C: -2.929833 7.576563 6.109527  0.005
C: -2.620629 4.616144 3.792315  -0.258
N: -3.283931 3.881779 2.929370  0.191
C: -2.401013 2.901534 2.542812  -0.162
C: -1.193972 3.048065 3.175593  -0.124
N: -1.347847 4.151806 3.980336  0.181
C: -0.065154 2.192537 2.956092  -0.066
C: 1.206069 2.296546 3.544800  0.009
C: 2.185834 1.400630 3.203069  -0.023
C: 1.910787 0.413949 2.245994  -0.095
N: 0.724571 0.317665 1.687206  -0.008
C: -0.268195 1.158387 2.045845  -0.119
C: -1.570824 0.936060 1.423254  -0.124
N: -1.672549 -0.143366 0.611590  0.019
C: -2.763341 -0.326960 -0.096344  -0.076
C: -3.861777 0.539260 0.015384  -0.021
C: -3.804157 1.598894 0.884138  0.019
C: -2.623172 1.820708 1.613860  -0.068
H: -6.054913 10.511354 6.781087  0.093
H: -6.688995 8.908015 6.351334  0.096
H: -5.970810 9.953386 5.096295  0.096
H: -5.930414 7.725863 4.525639  0.104
H: -4.979875 5.752754 3.406892  0.115
H: -1.428467 6.126336 5.761569  0.105
H: -2.368062 8.097624 6.873083  0.123
H: -0.648801 4.572786 4.564752  0.146
H: 1.415241 3.079777 4.263819  0.116
H: 3.171996 1.456071 3.641594  0.113
H: 2.658300 -0.283967 1.888363  0.118
H: -2.758433 -1.199938 -0.740724  0.110
H: -4.745615 0.350648 -0.577463  0.111
H: -4.638027 2.277045 1.011236  0.121

Force components x, y, z for each atom (eV/Å):
-0.405 0.748 -0.396
0.065 -0.011 -0.012
-0.065 0.036 0.091
-0.046 -0.020 -0.074
0.017 0.030 0.044
-0.029 -0.143 -0.041
0.038 0.083 -0.149
0.066 0.046 0.037
-0.214 -0.003 0.035
-0.040 -0.403 -0.199
-0.029 0.043 -0.067
0.009 -0.022 0.031
-0.027 -0.042 -0.003
0.003 0.040 -0.063
0.044 0.031 0.004
-0.046 -0.008 0.013
-0.030 -0.019 -0.032
0.004 -0.060 -0.052
0.053 -0.005 0.071
0.013 0.028 0.021
-0.008 0.006 -0.008
-0.016 0.005 0.011
0.231 0.284 -0.004
0.066 -0.352 0.334
-0.052 -0.039 0.016
-0.051 0.021 0.018
0.031 -0.046 0.043
-0.056 0.028 -0.018
-0.103 0.033 0.002
0.116 -0.024 -0.028
0.005 -0.018 0.020
-0.009 -0.047 -0.008
-0.055 0.039 -0.051
0.073 -0.049 0.058
0.027 -0.054 0.000
0.014 0.062 -0.064
-0.002 -0.011 0.013
-0.001 0.019 0.001
-0.008 -0.004 -0.011
-0.010 -0.008 0.010
0.013 -0.011 0.000
-0.002 0.020 -0.003
-0.052 0.003 0.020
0.069 -0.056 0.029
0.027 0.032 0.003
-0.010 0.007 -0.005
0.000 0.003 -0.004
0.005 0.005 -0.003
0.006 -0.008 0.012
0.008 0.020 -0.015
0.005 0.002 0.004
0.002 0.002 0.004
-0.001 0.007 0.003
-0.004 0.003 -0.003
0.007 -0.010 0.009
-0.003 -0.004 0.006
-0.006 0.003 -0.003
-0.010 0.003 -0.003
0.006 -0.014 0.003
0.014 0.028 -0.068
-0.003 -0.007 -0.013
-0.002 0.001 0.006
0.000 -0.010 0.005
0.000 -0.002 -0.001
0.059 -0.032 0.019
-0.049 0.034 -0.014
-0.094 -0.005 -0.053
0.058 -0.027 0.011
-0.115 0.055 -0.029
0.123 -0.196 -0.084
0.045 0.015 0.042
0.047 -0.029 -0.001
-0.111 0.179 0.084
0.141 -0.096 -0.002
-0.367 -0.095 -0.259
0.286 0.017 0.148
0.080 -0.021 -0.009
0.002 0.235 0.142
-0.096 0.122 0.045
0.029 -0.117 -0.133
0.207 0.233 0.115
-0.061 -0.143 0.174
-0.464 -0.293 -0.210
0.559 -0.063 -0.041
0.476 -0.048 0.151
-0.231 -0.166 0.103
0.030 -0.071 -0.017
0.059 0.087 0.088
-0.220 0.226 0.146
0.005 0.010 0.013
-0.015 -0.009 0.002
0.001 0.006 -0.017
-0.006 0.001 -0.002
0.005 0.014 0.016
-0.017 0.013 0.008
-0.006 -0.007 -0.008
0.000 -0.008 -0.002
-0.013 -0.010 -0.004
-0.008 -0.008 0.003
-0.037 -0.020 -0.012
0.035 0.022 0.010
0.007 -0.003 0.000
0.012 -0.010 -0.001